Computed, not measured: a molecular structure, C45H83Cl2CuN2O15S2, with wB97M-V/def2-TZVPD.

Atoms and positions in Å:
Cu (-3.471, -2.034, -1.014)
Cl (0.936, -4.328, 1.267)
Cl (-1.685, -6.383, 1.882)
S (2.725, 0.060, 4.919)
S (0.772, 2.553, -6.152)
O (4.860, 2.423, 1.668)
O (-4.262, -0.901, -1.649)
O (-3.061, -1.704, -5.487)
O (-3.890, 1.060, 2.451)
O (3.939, -2.943, -4.072)
O (3.519, -2.376, 1.797)
O (3.328, -0.897, 3.955)
O (-2.485, -1.264, 0.039)
O (4.889, -2.300, 3.540)
O (-0.264, 3.511, -5.676)
O (2.643, -0.259, 6.371)
O (3.427, 2.641, -0.009)
O (4.668, -5.082, -3.998)
O (1.764, 2.906, -7.195)
O (-1.201, -2.472, -6.383)
N (-3.204, 1.934, 3.315)
N (-1.295, -0.716, -0.581)
C (4.583, -0.445, 1.939)
C (-3.390, -3.182, -3.746)
C (-1.100, -5.808, 0.377)
C (-2.540, 4.025, 2.022)
C (-2.227, 0.114, 4.699)
C (-5.005, 3.712, 2.758)
C (1.060, 0.242, -0.407)
C (2.977, -1.582, 0.771)
C (2.526, 2.997, 2.137)
C (-1.757, 2.376, 5.361)
C (-0.371, 0.545, 1.437)
C (2.128, 3.066, -0.263)
C (-0.967, -1.228, -1.898)
C (0.277, -0.593, -2.533)
C (3.498, 1.728, 4.747)
C (-3.207, 4.151, 4.372)
C (-0.066, 1.006, -6.721)
C (-2.148, -2.706, -5.634)
C (-2.540, -3.865, -4.789)
C (1.552, 3.506, 1.100)
C (1.762, 1.882, -4.851)
C (-1.840, 3.942, 5.071)
C (1.059, 0.787, 4.308)
C (0.224, -0.005, -5.609)
C (-4.126, -1.963, -4.466)
C (2.822, -4.289, -2.466)
C (0.977, 2.311, 4.382)
C (2.938, -2.093, -3.543)
C (4.401, -1.748, 2.536)
C (3.734, 2.651, 1.270)
C (1.930, -3.100, -2.908)
C (-4.946, 0.252, -2.186)
C (0.455, -1.861, 1.193)
C (-1.988, 1.477, 4.075)
C (-0.107, -0.568, 0.369)
C (-0.622, 1.509, 3.213)
C (3.240, -0.128, 1.153)
C (-2.152, -1.004, -2.916)
C (-3.486, 3.374, 3.066)
C (1.479, -0.489, -1.641)
C (1.639, 0.310, -5.016)
C (-0.670, -2.767, -1.984)
C (3.850, -4.251, -3.637)
C (-0.676, -4.331, 0.529)
C (2.351, 2.755, 5.043)
H (2.309, -5.248, -2.404)
H (-1.187, 0.369, 2.138)
H (0.097, 0.432, -2.858)
H (0.686, -1.146, -3.378)
H (-0.687, 1.506, 1.031)
H (0.976, 0.555, 3.246)
H (-4.458, -1.164, -3.804)
H (-1.907, -5.833, -0.356)
H (-0.549, 0.037, -4.841)
H (-0.377, -6.499, -0.057)
H (-5.140, 3.737, 1.677)
H (1.873, -0.076, -4.024)
H (-2.761, 3.561, 1.060)
H (1.905, -1.779, 0.787)
H (-2.835, 5.074, 2.033)
H (-5.431, 4.634, 3.153)
H (3.366, 0.526, 0.290)
H (2.692, 3.784, 4.925)
H (0.110, 2.589, 4.982)
H (3.335, -1.576, -2.669)
H (1.037, 2.866, 3.446)
H (2.727, 2.386, -4.807)
H (2.122, 3.978, -0.860)
H (-0.281, -2.486, 1.699)
H (4.700, 0.418, 2.595)
H (0.953, -2.542, 0.502)
H (2.528, -1.556, -4.398)
H (2.322, -0.005, -2.135)
H (-1.261, -3.797, 1.278)
H (-0.911, 4.358, 4.681)
H (-0.014, 0.615, 3.352)
H (0.721, 1.266, -0.567)
H (0.087, -1.064, -5.827)
H (1.152, -1.621, 1.996)
H (-4.151, -3.869, -3.376)
H (-5.192, 0.165, -3.245)
H (1.263, -2.698, -2.145)
H (3.916, 1.686, 3.741)
H (1.717, -1.509, -1.338)
H (-2.880, -1.813, -2.856)
H (-1.554, -3.347, -1.717)
H (-1.714, -4.514, -4.497)
H (-0.376, -3.139, -2.965)
H (1.198, 2.245, -3.992)
H (-1.094, 1.125, -7.062)
H (-5.133, -2.240, -4.776)
H (-0.714, 2.288, 5.666)
H (-5.749, 0.690, -1.594)
H (0.075, -3.067, -1.247)
H (4.385, 1.797, 5.376)
H (3.399, -1.777, -0.215)
H (2.455, 0.321, 1.762)
H (-3.976, 3.939, 5.114)
H (-5.598, 2.940, 3.246)
H (-2.279, -0.670, 3.944)
H (-0.052, 2.378, 3.543)
H (-3.058, -4.518, -5.492)
H (-3.397, 5.225, 4.377)
H (2.770, 3.732, 2.904)
H (0.483, 0.648, -7.592)
H (3.245, -3.996, -1.505)
H (-4.204, 1.035, -2.034)
H (1.883, 0.337, 0.301)
H (1.273, -3.349, -3.742)
H (-2.436, 2.083, 6.161)
H (-2.766, -2.805, -2.936)
H (0.531, 3.143, 1.215)
H (-0.680, 1.610, 2.130)
H (5.414, -0.342, 1.241)
H (-1.598, -0.245, 5.514)
H (-1.660, -1.052, -3.888)
H (-0.795, -3.787, -0.408)
H (-3.223, 0.242, 5.123)
H (0.454, 0.728, 2.126)
H (0.235, 0.271, 4.799)
H (1.618, 2.323, -0.877)
H (2.045, 2.157, 2.639)
H (-1.479, 3.899, 2.235)
H (-2.799, -0.131, -2.836)
H (2.404, -0.203, -5.599)
H (2.196, 2.576, 6.107)
H (-1.931, 4.458, 6.027)
H (1.450, 4.591, 1.061)

## Properties
Charge: -2
Orbital gap: 0.1216 Eh
E_LUMO: 3.56 eV
Molecular weight: 1090.74 g/mol
Highest occupied orbital energy: 0.25 eV
F_max: 0.311 Eh/bohr
Electronic energy: -173020.6133 eV